# C19H53NO13

A 7-piece molecular cluster, C19H53NO13 overall (ωB97M-V with the def2-TZVPD basis set, OMol25).

Last column: Mulliken charge in e.
CARTESIAN COORDINATES (ANGSTROEM)
C1 2.22 -1.50 2.28  -0.769
O1 2.17 -1.44 0.87  0.259
C2 3.32 -0.91 0.24  -0.726
C3 3.14 -1.07 -1.28  -0.655
N1 2.47 0.12 -1.81  0.479
C4 2.20 0.00 -3.25  -0.701
C5 1.69 1.30 -3.83  -0.646
O2 0.36 1.53 -3.33  -0.249
C6 -0.26 2.59 -4.05  -0.941
H1 2.93 -2.26 2.64  0.290
H2 1.21 -1.70 2.61  0.252
H3 2.53 -0.52 2.67  0.093
H4 4.21 -1.50 0.50  0.481
H5 3.46 0.13 0.54  0.231
H6 2.56 -1.97 -1.54  0.167
H7 4.15 -1.12 -1.71  0.505
H8 1.66 0.32 -1.23  -0.397
H9 1.47 -0.81 -3.40  0.304
H10 3.09 -0.29 -3.81  0.555
H11 1.70 1.20 -4.92  0.438
H12 2.29 2.15 -3.52  0.329
H13 -0.75 2.20 -4.94  0.302
H14 0.42 3.41 -4.28  0.381
H15 -1.06 2.97 -3.41  0.250
C7 1.09 -4.66 0.55  -1.810
C8 -0.10 -3.89 0.01  1.976
C9 -0.13 -3.94 -1.51  -1.452
O3 -1.30 -4.45 0.56  -0.553
H16 2.02 -4.45 0.02  0.273
H17 0.97 -5.73 0.32  0.636
H18 1.28 -4.55 1.62  0.392
H19 -0.12 -2.82 0.23  -0.827
H20 0.49 -3.12 -1.87  0.132
H21 -1.14 -3.76 -1.86  0.376
H22 0.24 -4.89 -1.92  0.398
H23 -1.11 -5.31 0.95  0.279
O4 3.02 3.51 4.95  -0.537
C10 2.32 2.28 4.76  -0.555
C11 1.25 2.26 3.69  -0.420
O5 1.79 2.20 2.37  -0.338
H24 3.74 3.57 4.31  0.318
H25 3.10 1.51 4.62  0.282
H26 1.84 2.08 5.72  0.369
H27 0.62 3.15 3.78  0.330
H28 0.62 1.38 3.77  0.338
H29 2.39 2.92 2.16  0.109
O6 0.48 1.16 0.00  -0.102
C12 -0.66 0.43 0.41  -0.229
C13 -1.13 -0.44 -0.77  0.752
O7 -1.67 0.36 -1.79  -0.571
H30 0.97 1.44 0.78  -0.127
H31 -0.41 -0.22 1.25  0.122
H32 -1.52 1.05 0.72  0.428
H33 -1.87 -1.13 -0.37  0.096
H34 -0.28 -1.01 -1.16  -0.580
H35 -0.92 0.85 -2.18  0.366
O8 -4.68 -2.79 4.10  -0.572
C14 -5.11 -2.40 2.79  -0.570
C15 -3.98 -2.57 1.79  0.173
O9 -3.85 -3.99 1.60  -0.596
H36 -4.43 -3.72 4.05  0.327
H37 -5.95 -3.05 2.56  0.330
H38 -5.39 -1.35 2.85  0.267
H39 -3.04 -2.16 2.17  0.158
H40 -4.27 -2.16 0.82  0.173
H41 -2.95 -4.18 1.26  0.437
O10 -4.71 -0.33 -1.07  -0.617
C16 -4.86 0.80 -0.23  0.010
C17 -4.65 2.11 -0.97  -0.406
O11 -5.61 2.29 -2.01  -0.526
H42 -3.83 -0.36 -1.46  0.345
H43 -5.83 0.68 0.26  0.408
H44 -4.13 0.70 0.59  0.104
H45 -3.62 2.16 -1.30  0.030
H46 -4.76 2.95 -0.26  0.358
H47 -6.39 2.67 -1.59  0.326
O12 2.45 5.19 -1.95  -0.593
C18 2.21 4.04 -1.16  0.240
C19 3.51 3.37 -0.71  0.415
O13 4.07 2.49 -1.69  -0.698
H48 2.41 4.90 -2.87  0.341
H49 1.71 4.33 -0.22  0.213
H50 1.54 3.28 -1.58  -0.242
H51 3.25 2.73 0.16  -0.541
H52 4.28 4.06 -0.39  0.446
H53 3.52 1.67 -1.68  0.157

## Properties
HOMO level, eV: -9.300
ΔE to the lowest compared entry with this formula, charge and spin, kcal per mole: 0.00
Gap between HOMO and LUMO, eV: 9.548
Multiplicity: 1

***

# C19H53O14S

A 12-piece molecular cluster, C19H53O14S overall (ωB97M-V with the def2-TZVPD basis set, OMol25).

Last column: Mulliken charge in e.
CARTESIAN COORDINATES (ANGSTROEM)
C1 3.30 -5.24 -1.63  -0.715
C2 3.11 -3.59 -1.63  0.374
C3 4.28 -2.50 -2.01  -0.508
C4 3.98 -0.86 -1.93  -0.200
C5 2.44 -0.35 -1.51  -0.429
C6 1.24 -1.45 -1.17  0.376
C7 -0.31 -1.04 -0.78  0.022
S1 -1.61 -1.76 -1.92  1.017
O1 -3.03 -1.64 -1.25  -0.661
O2 -1.54 -0.97 -3.28  -0.704
O3 -1.41 -3.41 -2.30  -0.718
C8 1.61 -3.04 -1.22  -0.213
H1 2.52 -5.64 -0.82  0.144
H2 2.94 -5.68 -2.67  0.223
H3 4.40 -5.55 -1.34  0.259
H4 5.33 -2.93 -2.33  0.196
H5 4.84 -0.09 -2.17  0.188
H6 2.20 0.79 -1.45  0.274
H7 -0.37 0.15 -0.92  -0.250
H8 -0.52 -1.25 0.37  0.333
H9 0.78 -3.83 -0.94  0.071
C9 -0.79 -7.00 -0.38  -0.677
O4 -0.39 -5.64 -0.35  -0.341
H10 0.04 -7.62 -0.02  0.149
H11 -1.66 -7.14 0.27  0.283
H12 -1.04 -7.28 -1.40  0.310
H13 -1.15 -5.11 -0.67  0.205
C10 0.80 2.69 0.70  -0.567
O5 0.85 2.00 -0.53  -0.437
H14 1.74 2.54 1.23  0.283
H15 0.64 3.75 0.52  0.297
H16 -0.02 2.29 1.31  0.109
H17 0.00 2.14 -0.98  0.220
C11 -0.75 -6.93 3.71  -0.490
O6 0.11 -7.92 3.19  -0.514
H18 -1.02 -7.20 4.74  0.240
H19 -0.23 -5.96 3.72  0.244
H20 -1.65 -6.87 3.11  0.212
H21 0.34 -7.65 2.28  0.301
C12 0.38 6.42 1.88  -0.380
O7 1.10 5.21 2.03  -0.475
H22 -0.58 6.21 1.42  0.018
H23 0.22 6.87 2.87  0.295
H24 0.95 7.11 1.25  0.304
H25 1.95 5.43 2.44  0.249
C13 -6.60 -0.98 -0.15  -0.578
O8 -5.41 -0.83 0.60  -0.466
H26 -7.46 -0.94 0.52  0.222
H27 -6.67 -0.17 -0.88  0.246
H28 -6.58 -1.95 -0.66  0.243
H29 -4.67 -0.87 -0.02  0.384
C14 -3.34 7.64 0.84  -0.420
O9 -2.58 7.85 2.01  -0.471
H30 -3.56 6.57 0.74  0.145
H31 -4.28 8.20 0.91  0.322
H32 -2.78 7.97 -0.04  0.158
H33 -2.40 8.80 2.07  0.285
C15 3.24 -9.01 -3.52  -0.564
O10 3.58 -7.95 -2.65  -0.407
H34 2.31 -8.76 -4.04  0.216
H35 4.03 -9.15 -4.26  0.261
H36 3.10 -9.93 -2.95  0.242
H37 4.41 -8.20 -2.21  0.257
C16 4.66 3.44 -2.55  -0.546
O11 5.38 2.22 -2.41  -0.466
H38 3.69 3.22 -3.02  0.220
H39 4.49 3.88 -1.57  0.241
H40 5.22 4.12 -3.19  0.283
H41 6.23 2.45 -1.99  0.263
C17 0.33 8.64 -1.53  -0.611
O12 0.34 9.30 -0.28  -0.481
H42 -0.41 7.84 -1.50  0.204
H43 0.06 9.36 -2.31  0.316
H44 1.32 8.22 -1.73  0.296
H45 1.01 10.01 -0.33  0.274
C18 -3.04 3.22 1.97  -0.438
O13 -2.98 2.98 0.58  -0.483
H46 -2.15 3.78 2.27  0.128
H47 -3.93 3.81 2.21  0.345
H48 -3.06 2.27 2.51  0.192
H49 -3.78 2.48 0.34  0.281
C19 -1.84 0.13 4.79  -0.671
O14 -1.78 -0.11 3.40  -0.397
H50 -0.95 0.69 5.09  0.225
H51 -2.73 0.72 5.03  0.287
H52 -1.86 -0.82 5.33  0.269
H53 -2.58 -0.61 3.16  0.275

## Properties
HOMO level, eV: -4.879
Gap between HOMO and LUMO, eV: 6.617
Multiplicity: 1
Net charge: -1

***

| no. | F_max (eV/Å) |
| --- | --- |
| 1 | 1.6 |
| 2 | 7.0 |